(1)
A 2-piece molecular cluster, C4H12S2 overall in a non-equilibrium geometry, computed with ωB97M-V/def2-TZVPD.

The geometry in XYZ format:
```
18
C4H12S2 | the OMol25 dataset | ωB97M-V/def2-TZVPD
C -1.51139 -0.75546 2.10518
S -2.27793 0.64117 1.13433
C -2.47013 -0.21434 -0.42363
H -2.05286 -1.03695 3.11262
H -1.31032 -1.61920 1.35907
H -0.51880 -0.43110 2.52760
H -1.55648 -0.69265 -0.87917
H -2.93489 0.56468 -1.04723
H -3.12000 -1.09247 -0.31233
C 1.16714 -0.52812 -1.22086
S 1.31776 1.27180 -1.54303
C 2.78916 1.55565 -0.43566
H 1.78901 -1.08696 -1.89074
H 1.33913 -0.77832 -0.18016
H 0.11323 -0.74375 -1.67205
H 3.16749 2.58221 -0.63913
H 3.54562 0.84036 -0.59138
H 2.52425 1.52345 0.59655
```

Values from the calculation:
charge = +1
energy relative to the best compared isomer or geometry (same formula, charge and spin) = 18.64 kcal/mol
LUMO energy (alpha / beta) = -2.8 / -8.3 eV
strongest force on any atom = 3.08 eV/A
spin multiplicity = 2
HOMO-LUMO gap (alpha / beta) = 10.78 / 3.59 eV

Computed Löwdin charges, given in elementary charges: atom 1 (C): -0.342, atom 2 (S): 0.967, atom 3 (C): -0.393, atom 4 (H): 0.098, atom 5 (H): 0.073, atom 6 (H): 0.050, atom 7 (H): 0.034, atom 8 (H): 0.053, atom 9 (H): 0.070, atom 10 (C): -0.384, atom 11 (S): 0.867, atom 12 (C): -0.339, atom 13 (H): 0.038, atom 14 (H): 0.044, atom 15 (H): 0.043, atom 16 (H): 0.060, atom 17 (H): 0.030, atom 18 (H): 0.031


(2)
A 2-piece molecular cluster, C4H12S2 overall in a non-equilibrium geometry, computed with ωB97M-V/def2-TZVPD.

The geometry in XYZ format:
```
18
C4H12S2 | the OMol25 dataset | ωB97M-V/def2-TZVPD
C 0.55219 -0.71133 2.41800
S -0.71765 0.32567 3.14066
C -0.16649 2.02456 2.69851
H 1.58326 -0.40276 2.56330
H 0.34416 -0.75951 1.34288
H 0.41471 -1.73539 2.76410
H -0.69645 2.64605 3.41719
H 0.89428 2.23445 2.63869
H -0.64179 2.27306 1.74284
C -0.12086 0.39926 -3.43018
S -0.72093 -0.00302 -1.78282
C -0.33281 -1.70855 -1.56750
H 0.66932 1.14202 -3.29560
H -0.97662 0.82547 -3.93888
H 0.40238 -0.38916 -3.96851
H -0.32607 -2.25387 -2.51973
H 0.76381 -1.77547 -1.45530
H -0.92445 -2.13150 -0.76764
```

Values from the calculation:
charge = +1
energy relative to the best compared isomer or geometry (same formula, charge and spin) = 11.23 kcal/mol
LUMO energy (alpha / beta) = -2.5 / -8.3 eV
strongest force on any atom = 2.15 eV/A
spin multiplicity = 2
HOMO-LUMO gap (alpha / beta) = 11.04 / 3.00 eV

Computed Löwdin charges, given in elementary charges: atom 1 (C): -0.372, atom 2 (S): 0.951, atom 3 (C): -0.325, atom 4 (H): 0.062, atom 5 (H): 0.025, atom 6 (H): 0.051, atom 7 (H): 0.041, atom 8 (H): 0.058, atom 9 (H): 0.048, atom 10 (C): -0.350, atom 11 (S): 0.903, atom 12 (C): -0.411, atom 13 (H): 0.049, atom 14 (H): 0.045, atom 15 (H): 0.061, atom 16 (H): 0.060, atom 17 (H): 0.060, atom 18 (H): 0.044


(3)
An isolated ion of composition C4H13BN3O2 and charge -1, computed with ωB97M-V/def2-TZVPD.

The geometry in XYZ format:
```
23
C4H13BN3O2 | the OMol25 dataset | ωB97M-V/def2-TZVPD
N -1.47279 1.53724 -0.90470
C -0.04825 1.19011 -0.92359
N 0.55172 1.84407 -2.11172
N 0.60398 1.73827 0.25157
C 0.11425 -0.33658 -1.00968
C -0.54214 -1.13241 0.15097
C 0.41645 -2.19816 0.74002
O 0.04665 -2.33049 2.07517
B -0.20713 -0.91812 2.47090
O -0.92974 -0.36434 1.25169
H -1.64801 2.11861 -1.71684
H -1.62471 2.14875 -0.11328
H 1.50968 1.51387 -2.20117
H 0.08219 1.44905 -2.92272
H 0.22875 1.23373 1.05237
H 1.59449 1.53510 0.21603
H 1.19066 -0.55870 -1.00852
H -0.28275 -0.65918 -1.98084
H -1.39757 -1.67625 -0.28231
H 0.34139 -3.15885 0.21470
H 1.45426 -1.81941 0.67533
H -0.87646 -0.84858 3.49262
H 0.89508 -0.30774 2.58400
```

Values from the calculation:
charge = -1
LUMO energy = 3.7 eV
strongest force on any atom = 0.58 eV/A
spin multiplicity = 1
HOMO-LUMO gap = 7.70 eV

Computed Löwdin charges, given in elementary charges: atom 1 (N): 0.086, atom 2 (C): -0.686, atom 3 (N): 0.050, atom 4 (N): 0.085, atom 5 (C): -0.101, atom 6 (C): -0.351, atom 7 (C): -0.240, atom 8 (O): -0.116, atom 9 (B): -0.602, atom 10 (O): -0.129, atom 11 (H): 0.052, atom 12 (H): 0.069, atom 13 (H): 0.057, atom 14 (H): 0.056, atom 15 (H): 0.046, atom 16 (H): 0.067, atom 17 (H): 0.098, atom 18 (H): 0.103, atom 19 (H): 0.131, atom 20 (H): 0.114, atom 21 (H): 0.103, atom 22 (H): 0.048, atom 23 (H): 0.060


(4)
C4H13Br2CaN6O6 as an isolated structure in a non-equilibrium geometry, computed with ωB97M-V/def2-TZVPD.

The geometry in XYZ format:
```
32
C4H13Br2CaN6O6 | the OMol25 dataset | ωB97M-V/def2-TZVPD
Ca -0.89139 2.06143 -1.51797
Br -2.84424 -1.00101 -4.56523
Br -2.00215 6.31787 -3.22628
O -0.63638 3.85325 4.77403
C -0.66769 4.32464 3.54721
O -0.00162 3.81056 2.59801
O -1.47256 5.24936 3.24126
H -1.24396 4.54902 5.03548
C 1.30944 -3.29921 0.30821
O 1.11555 -2.21121 -0.19310
N 2.21343 -3.60968 1.15948
N 0.55668 -4.29879 0.03359
H 2.20679 -4.57882 1.44378
H 2.80977 -2.93366 1.61498
H -0.23575 -4.08276 -0.55419
H 0.72361 -5.22276 0.40576
C -4.64963 -0.69913 2.29228
O -4.39196 0.22190 1.54792
N -4.41411 -0.65955 3.54911
N -5.41862 -1.70114 2.05716
H -4.87829 -1.29940 4.17778
H -3.89339 0.06746 4.01857
H -5.93851 -1.68338 1.19142
H -5.54920 -2.37003 2.80256
C 4.40020 1.44879 -4.28995
O 3.31687 1.94796 -3.93173
N 5.39920 2.03608 -4.80144
N 4.48844 0.08399 -4.26678
H 5.23937 3.02598 -4.92245
H 6.26425 1.57696 -5.04843
H 5.24243 -0.41541 -4.71644
H 3.84358 -0.50946 -3.76472
```

Values from the calculation:
charge = -1
LUMO energy = -1.0 eV
strongest force on any atom = 7.24 eV/A
spin multiplicity = 1
HOMO-LUMO gap = 3.48 eV

Computed Löwdin charges, given in elementary charges: atom 1 (Ca): 1.586, atom 2 (Br): -0.832, atom 3 (Br): -0.792, atom 4 (O): 0.076, atom 5 (C): -0.908, atom 6 (O): -0.137, atom 7 (O): -0.088, atom 8 (H): 0.085, atom 9 (C): -0.836, atom 10 (O): 0.020, atom 11 (N): 0.172, atom 12 (N): 0.162, atom 13 (H): 0.110, atom 14 (H): 0.130, atom 15 (H): 0.133, atom 16 (H): 0.113, atom 17 (C): -0.823, atom 18 (O): 0.036, atom 19 (N): 0.155, atom 20 (N): 0.160, atom 21 (H): 0.106, atom 22 (H): 0.130, atom 23 (H): 0.130, atom 24 (H): 0.110, atom 25 (C): -0.743, atom 26 (O): -0.016, atom 27 (N): 0.178, atom 28 (N): 0.134, atom 29 (H): 0.134, atom 30 (H): 0.123, atom 31 (H): 0.089, atom 32 (H): 0.105


(5)
A 2-piece molecular cluster, C4H13ClSi2 overall in a non-equilibrium geometry, computed with ωB97M-V/def2-TZVPD.

The geometry in XYZ format:
```
20
C4H13ClSi2 | the OMol25 dataset | ωB97M-V/def2-TZVPD
C 1.37695 -2.19356 1.45852
C -1.72001 -1.49181 0.23384
C -1.03635 2.65882 -1.12057
C 1.12138 0.41067 -1.00330
Si 0.08623 -1.87531 0.03255
Si 0.42591 2.03439 -0.20449
Cl 0.26414 1.71255 1.82955
H 1.61393 -1.21259 2.00854
H 0.94742 -2.78804 2.20517
H 2.40446 -2.54960 1.26105
H -1.74522 -0.49886 0.48222
H -2.52849 -1.64564 -0.52869
H -2.13084 -2.01015 1.12783
H -1.14543 3.74562 -0.93206
H -1.08815 2.64307 -2.18916
H -1.94161 2.20097 -0.76672
H 2.14601 0.42949 -0.74939
H 1.04627 0.16328 -2.02022
H 0.54248 -2.85506 -1.04674
H 1.36091 3.12175 -0.07793
```

Values from the calculation:
charge = 0
energy relative to the best compared isomer or geometry (same formula, charge and spin) = 52.50 kcal/mol
LUMO energy = 0.6 eV
strongest force on any atom = 4.28 eV/A
spin multiplicity = 1
HOMO-LUMO gap = 8.84 eV

Computed Löwdin charges, given in elementary charges: atom 1 (C): -0.260, atom 2 (C): -0.252, atom 3 (C): -0.257, atom 4 (C): -0.273, atom 5 (Si): 0.771, atom 6 (Si): 0.111, atom 7 (Cl): 0.241, atom 8 (H): 0.030, atom 9 (H): -0.026, atom 10 (H): 0.031, atom 11 (H): -0.049, atom 12 (H): 0.058, atom 13 (H): 0.040, atom 14 (H): 0.035, atom 15 (H): 0.023, atom 16 (H): 0.012, atom 17 (H): -0.061, atom 18 (H): -0.064, atom 19 (H): -0.051, atom 20 (H): -0.059


(6)
A 2-piece molecular cluster, C4H13N2 overall in a non-equilibrium geometry, computed with ωB97M-V/def2-TZVPD.

The geometry in XYZ format:
```
19
C4H13N2 | the OMol25 dataset | ωB97M-V/def2-TZVPD
C -2.05524 0.29697 -0.39957
C -0.68332 -0.05209 -0.92797
C 0.45249 0.68232 -0.28848
C 1.52959 -0.38455 0.06296
N 2.85558 0.10352 -0.08397
N -2.16471 0.18673 1.03898
H -2.46998 1.27416 -0.67418
H -2.78475 -0.38167 -0.84671
H -0.60944 -0.10932 -2.01804
H -0.57160 -1.16065 -0.69139
H 0.88266 1.51746 -0.82777
H 0.15458 1.01025 0.70868
H 1.39277 -1.20744 -0.64394
H -0.43218 -1.25923 1.00989
H 1.25935 -0.80223 1.09002
H 3.06300 0.72828 0.68948
H -1.69562 -0.73130 1.32311
H -1.68894 0.90555 1.58051
H 3.56571 -0.61675 -0.10160
```

Values from the calculation:
charge = +1
energy relative to the best compared isomer or geometry (same formula, charge and spin) = 152.68 kcal/mol
LUMO energy = -7.9 eV
strongest force on any atom = 2.64 eV/A
spin multiplicity = 1
HOMO-LUMO gap = 6.28 eV

Computed Löwdin charges, given in elementary charges: atom 1 (C): -0.243, atom 2 (C): -0.204, atom 3 (C): -0.190, atom 4 (C): -0.315, atom 5 (N): 0.087, atom 6 (N): 0.091, atom 7 (H): 0.149, atom 8 (H): 0.129, atom 9 (H): 0.144, atom 10 (H): 0.124, atom 11 (H): 0.132, atom 12 (H): 0.095, atom 13 (H): 0.118, atom 14 (H): 0.371, atom 15 (H): 0.134, atom 16 (H): 0.110, atom 17 (H): 0.059, atom 18 (H): 0.102, atom 19 (H): 0.107


(7)
A 2-piece molecular cluster, C4H13N2 overall in a non-equilibrium geometry, computed with ωB97M-V/def2-TZVPD.

The geometry in XYZ format:
```
19
C4H13N2 | the OMol25 dataset | ωB97M-V/def2-TZVPD
C 1.18447 0.73362 2.83097
N 1.61518 0.37769 1.44270
H 0.54551 1.61462 2.77941
H 0.57382 -0.05077 3.26431
H 2.08847 0.94912 3.38948
H 2.11586 1.16405 1.03160
H 0.80893 0.19822 0.82222
H 2.20655 -0.45416 1.41479
C 0.27046 1.21385 -1.03521
C -0.65563 0.24301 -0.84942
N -0.70248 -1.05182 -1.29241
C -2.05582 -1.52440 -1.61684
H 1.24470 0.93682 -1.43891
H 0.06123 2.27024 -1.11183
H -1.57998 0.59955 -0.40179
H 0.03560 -1.26034 -1.94708
H -2.03290 -2.56613 -1.95044
H -2.59345 -1.53572 -0.67155
H -2.52557 -0.91788 -2.38992
```

Values from the calculation:
charge = +1
energy relative to the best compared isomer or geometry (same formula, charge and spin) = 46.90 kcal/mol
LUMO energy = -3.3 eV
strongest force on any atom = 1.85 eV/A
spin multiplicity = 1
HOMO-LUMO gap = 8.79 eV

Computed Löwdin charges, given in elementary charges: atom 1 (C): -0.006, atom 2 (N): 0.127, atom 3 (H): 0.105, atom 4 (H): 0.103, atom 5 (H): 0.102, atom 6 (H): 0.155, atom 7 (H): 0.088, atom 8 (H): 0.171, atom 9 (C): -0.043, atom 10 (C): -0.278, atom 11 (N): -0.083, atom 12 (C): -0.077, atom 13 (H): 0.058, atom 14 (H): 0.062, atom 15 (H): 0.121, atom 16 (H): 0.129, atom 17 (H): 0.090, atom 18 (H): 0.085, atom 19 (H): 0.090


(8)
A 2-piece molecular cluster, C4H13N2 overall in a non-equilibrium geometry, computed with ωB97M-V/def2-TZVPD.

The geometry in XYZ format:
```
19
C4H13N2 | the OMol25 dataset | ωB97M-V/def2-TZVPD
C 0.50583 -1.23935 1.20567
C 0.91313 0.26349 0.97749
C 2.35328 0.67720 1.49111
H 1.18369 -1.92993 0.62253
H -0.53338 -1.52396 0.84086
H 0.66701 -1.51505 2.26618
H 0.16109 0.89209 1.48356
H 0.84086 0.57901 -0.09786
H 2.63367 1.70691 1.15110
H 2.47404 0.58430 2.57638
H 3.12401 -0.00964 1.00372
N -0.73387 -0.86775 -1.61434
C -1.47965 0.22082 -1.62958
N -1.83109 1.00378 -0.62567
H -0.23478 -1.19357 -0.81380
H -0.63353 -1.40115 -2.46222
H -1.89406 0.56479 -2.58614
H -2.20157 1.92506 -0.87055
H -1.38791 0.83597 0.29807
```

Values from the calculation:
charge = +1
energy relative to the best compared isomer or geometry (same formula, charge and spin) = 21.76 kcal/mol
LUMO energy = -3.7 eV
strongest force on any atom = 1.65 eV/A
spin multiplicity = 1
HOMO-LUMO gap = 11.57 eV

Computed Löwdin charges, given in elementary charges: atom 1 (C): -0.124, atom 2 (C): -0.324, atom 3 (C): -0.097, atom 4 (H): 0.093, atom 5 (H): 0.071, atom 6 (H): 0.092, atom 7 (H): 0.084, atom 8 (H): 0.085, atom 9 (H): 0.082, atom 10 (H): 0.072, atom 11 (H): 0.094, atom 12 (N): 0.206, atom 13 (C): -0.158, atom 14 (N): 0.194, atom 15 (H): 0.050, atom 16 (H): 0.146, atom 17 (H): 0.168, atom 18 (H): 0.152, atom 19 (H): 0.116


Among the records above, which one has the highest strongest force on any atom? C4H13Br2CaN6O6